Entry 1:
{"formula": "C3H6O4S", "method": "ωB97M-V/def2-TZVPD", "e_tot_ev": -22231.5029, "relative_energy_kj_mol": 178.4, "charge": 0, "homo_energy_ev": -11.2, "orbital_gap_ev": 11.79, "elements": ["C", "C", "C", "O", "O", "O", "O", "S", "H", "H", "H", "H", "H", "H"], "xyz": [[-0.845, 0.005, -0.099], [-0.125, 1.306, 0.048], [-0.060, -1.282, -0.023], [-3.597, -1.266, -0.124], [-3.702, 1.198, -0.223], [-1.872, 0.047, 1.154], [-1.811, 0.102, -1.097], [-2.977, 0.030, -0.014], [-0.988, 2.081, -0.198], [0.654, 1.311, -0.837], [0.449, 1.327, 0.913], [-0.800, -2.084, -0.094], [0.700, -1.381, 0.859], [0.439, -1.432, -0.896]], "lowdin_charge": [-0.579, 0.006, 0.019, -0.227, -0.194, -0.151, -0.112, 0.584, 0.148, 0.141, 0.064, 0.100, 0.148, 0.052]}

***

Entry 2:
{"formula": "C5H16N2O", "method": "ωB97M-V/def2-TZVPD", "e_tot_ev": -10470.3309, "smiles": "CC(C)[C@@H](N)CN.O", "relative_energy_kj_mol": 211.4, "charge": 0, "homo_energy_ev": -9.1, "orbital_gap_ev": 9.94, "elements": ["C", "C", "C", "C", "N", "C", "N", "H", "H", "H", "H", "H", "H", "H", "H", "H", "H", "H", "H", "H", "H", "O", "H", "H"], "xyz": [[-0.074, -0.290, -2.440], [0.903, 0.114, -1.315], [2.002, -0.881, -1.089], [0.014, 0.449, -0.021], [0.076, 1.880, 0.223], [-1.480, -0.092, 0.228], [-1.747, -0.045, 1.686], [0.197, -1.103, -3.048], [-0.905, -0.859, -2.043], [-0.440, 0.639, -2.984], [1.428, 1.152, -1.702], [2.799, -0.453, -0.556], [1.692, -1.888, -0.527], [2.308, -1.108, -2.088], [0.589, -0.052, 0.852], [-0.285, 2.187, 1.063], [-0.581, 2.232, -0.554], [-2.208, 0.548, -0.214], [-1.484, -1.102, -0.275], [-2.146, 0.833, 2.004], [-2.265, -0.784, 1.989], [0.536, -0.380, 3.917], [-0.183, -0.109, 3.294], [1.253, -0.887, 3.602]], "lowdin_charge": [-0.091, -0.386, -0.104, -0.362, 0.022, -0.206, 0.006, 0.050, 0.040, 0.106, 0.174, 0.052, 0.131, 0.059, 0.132, 0.021, 0.113, 0.089, 0.114, 0.083, 0.030, -0.080, 0.009, -0.002]}

***

Entry 3:
{"formula": "Br3HNP", "method": "ωB97M-V/def2-TZVPD", "e_tot_ev": -220920.7539, "smiles": "N=P(Br)(Br)Br", "relative_energy_kj_mol": 262.6, "charge": 0, "homo_energy_ev": -9.1, "orbital_gap_ev": 7.29, "elements": ["N", "P", "Br", "Br", "Br", "H"], "xyz": [[0.163, 1.866, -0.370], [-0.139, -0.157, 0.216], [0.500, -0.632, 2.322], [0.928, -1.506, -1.034], [-2.152, -1.200, 0.062], [0.700, 1.629, -1.196]], "lowdin_charge": [-0.231, -0.319, 0.230, 0.281, 0.195, -0.156]}

***

Entry 4:
{"formula": "C18H26N2O2S", "method": "ωB97M-V/def2-TZVPD", "e_tot_ev": -36999.4406, "smiles": "C=CCN(CC(=O)Nc1c(C)cccc1CC)C(=O)SCCC", "relative_energy_kj_mol": 4.1, "charge": 0, "homo_energy_ev": -8.7, "orbital_gap_ev": 9.42, "elements": ["C", "C", "C", "N", "C", "C", "O", "N", "C", "C", "C", "C", "C", "C", "C", "C", "C", "C", "O", "S", "C", "C", "C", "H", "H", "H", "H", "H", "H", "H", "H", "H", "H", "H", "H", "H", "H", "H", "H", "H", "H", "H", "H", "H", "H", "H", "H", "H", "H"], "xyz": [[-3.480, -3.582, 0.010], [-3.074, -3.137, 1.183], [-2.071, -2.040, 1.399], [-1.460, -1.562, 0.181], [-0.311, -2.305, -0.311], [0.983, -1.725, 0.287], [1.558, -2.257, 1.213], [1.351, -0.581, -0.319], [2.410, 0.275, 0.081], [2.079, 1.588, 0.433], [0.648, 2.036, 0.417], [3.090, 2.460, 0.805], [4.406, 2.038, 0.835], [4.719, 0.740, 0.480], [3.735, -0.161, 0.091], [4.124, -1.542, -0.354], [3.952, -1.712, -1.865], [-1.864, -0.488, -0.507], [-1.287, -0.046, -1.484], [-3.357, 0.282, 0.110], [-3.496, 1.667, -1.067], [-3.140, 3.001, -0.431], [-4.147, 3.414, 0.634], [-4.207, -4.371, -0.075], [-3.111, -3.175, -0.917], [-3.463, -3.556, 2.100], [-1.270, -2.399, 2.055], [-2.563, -1.203, 1.907], [-0.283, -2.238, -1.401], [-0.414, -3.347, -0.006], [0.682, -0.177, -0.969], [0.044, 1.403, 1.069], [0.568, 3.064, 0.761], [0.231, 1.975, -0.589], [2.841, 3.475, 1.080], [5.187, 2.722, 1.132], [5.749, 0.414, 0.496], [3.524, -2.284, 0.173], [5.170, -1.715, -0.095], [2.915, -1.569, -2.158], [4.562, -0.985, -2.398], [4.261, -2.710, -2.167], [-4.526, 1.662, -1.422], [-2.816, 1.419, -1.884], [-3.106, 3.755, -1.221], [-2.144, 2.934, 0.011], [-5.137, 3.531, 0.198], [-4.203, 2.656, 1.413], [-3.856, 4.358, 1.088]], "lowdin_charge": [0.018, -0.152, -0.200, -0.113, -0.039, -0.449, 0.076, 0.144, -0.136, -0.199, -0.039, -0.051, -0.079, -0.039, -0.164, -0.192, -0.085, -0.744, -0.027, 1.012, -0.448, -0.319, -0.123, 0.056, 0.063, 0.101, 0.135, 0.087, 0.135, 0.137, 0.117, 0.089, 0.079, 0.079, 0.107, 0.101, 0.109, 0.093, 0.109, 0.061, 0.076, 0.070, 0.077, 0.070, 0.111, 0.088, 0.073, 0.053, 0.071]}

***

Entry 5:
{"formula": "C24H25NO5", "method": "ωB97M-V/def2-TZVPD", "e_tot_ev": -37020.3953, "smiles": "COc1cc(OC)c(OC)cc1CNC(=O)c1ccc(COc2ccccc2)cc1", "relative_energy_kj_mol": 272.3, "charge": 0, "homo_energy_ev": -7.8, "orbital_gap_ev": 8.29, "elements": ["C", "O", "C", "C", "C", "O", "C", "C", "O", "C", "C", "C", "C", "N", "C", "O", "C", "C", "C", "C", "C", "O", "C", "C", "C", "C", "C", "C", "C", "C", "H", "H", "H", "H", "H", "H", "H", "H", "H", "H", "H", "H", "H", "H", "H", "H", "H", "H", "H", "H", "H", "H", "H", "H", "H"], "xyz": [[3.037, 1.557, 3.082], [2.761, 1.748, 1.717], [3.369, 0.927, 0.799], [4.143, -0.174, 1.135], [4.725, -0.982, 0.162], [5.523, -2.054, 0.476], [5.748, -2.369, 1.826], [4.499, -0.689, -1.192], [4.982, -1.363, -2.276], [5.474, -2.679, -2.150], [3.726, 0.426, -1.507], [3.171, 1.248, -0.547], [2.350, 2.454, -0.918], [0.971, 2.292, -0.511], [-0.062, 2.332, -1.379], [0.068, 2.586, -2.561], [-1.398, 2.068, -0.760], [-1.582, 1.120, 0.241], [-2.843, 0.890, 0.757], [-3.939, 1.602, 0.286], [-5.312, 1.358, 0.866], [-5.517, 0.045, 1.338], [-5.589, -0.974, 0.432], [-5.406, -0.840, -0.939], [-5.513, -1.952, -1.758], [-5.798, -3.197, -1.230], [-5.976, -3.332, 0.138], [-5.873, -2.232, 0.964], [-3.757, 2.543, -0.720], [-2.499, 2.768, -1.243], [2.510, 2.354, 3.603], [2.667, 0.589, 3.439], [4.108, 1.637, 3.292], [4.306, -0.409, 2.172], [6.395, -3.244, 1.815], [4.817, -2.618, 2.347], [6.256, -1.554, 2.353], [6.431, -2.708, -1.626], [5.609, -3.030, -3.173], [4.761, -3.327, -1.635], [3.574, 0.639, -2.553], [2.765, 3.344, -0.429], [2.345, 2.602, -2.000], [0.818, 2.114, 0.468], [-0.746, 0.538, 0.601], [-2.989, 0.146, 1.526], [-5.445, 1.987, 1.755], [-6.087, 1.632, 0.137], [-5.169, 0.116, -1.380], [-5.367, -1.836, -2.822], [-5.879, -4.057, -1.877], [-6.198, -4.299, 0.563], [-6.011, -2.318, 2.031], [-4.606, 3.094, -1.099], [-2.349, 3.483, -2.038]], "lowdin_charge": [-0.080, -0.100, -0.224, 0.047, -0.183, -0.109, -0.081, -0.197, -0.070, -0.078, 0.063, -0.134, -0.105, 0.087, -0.455, 0.066, -0.133, -0.014, -0.013, -0.218, -0.151, -0.050, -0.269, -0.015, -0.081, -0.104, -0.090, -0.012, -0.030, -0.005, 0.095, 0.097, 0.099, 0.091, 0.096, 0.098, 0.098, 0.089, 0.093, 0.098, 0.135, 0.133, 0.123, 0.123, 0.114, 0.122, 0.140, 0.133, 0.106, 0.105, 0.098, 0.102, 0.115, 0.117, 0.120]}

***

Number 5 is which compound? C24H25NO5

***

Number 3 is which compound? Br3HNP